Record 1
# C3H9O2

A cluster of 2 separate species, C3H9O2 in total in a non-equilibrium geometry (the ωB97M-V functional and the def2-TZVPD basis, the Open Molecules 2025 dataset).

Geometry as ORCA input:
```
! RIJCOSX wB97M-V def2-TZVPD def2/J DEFGRID3
* xyz -1 1
C -0.261 0.016 0.535
O -1.381 0.039 1.223
C -0.366 0.195 -1.021
C -1.605 -0.512 -1.569
H 0.255 -1.028 0.524
H 0.582 0.664 0.881
H 0.490 -0.261 -1.521
H -0.371 1.264 -1.295
H -1.637 -0.291 -2.654
H -2.538 -0.128 -1.173
H -1.569 -1.595 -1.427
H 2.756 -0.571 0.696
H 2.221 0.617 1.328
O 3.009 0.333 0.856
*
```

- strongest force on any atom (eV/A) = 1.9
- LUMO (eV) = 4.4
- energy relative to the best compared isomer or geometry (same formula, charge and spin) (kJ/mol) = 78.2
- HOMO-LUMO gap (hartree) = 0.2489
- HOMO energy (Eh) = -0.0877



Record 2
# C3H8Cl3PSi

A cluster of 2 separate species, C3H8Cl3PSi in total in a non-equilibrium geometry (the ωB97M-V functional and the def2-TZVPD basis, the Open Molecules 2025 dataset).

Geometry as ORCA input:
```
! RIJCOSX wB97M-V def2-TZVPD def2/J DEFGRID3
* xyz 0 1
C -0.863 -0.561 -1.396
C -0.313 0.993 1.255
C 1.570 -1.359 0.395
Si -0.127 -0.617 0.393
P 0.780 -3.997 -1.643
Cl -1.397 -1.975 1.420
Cl -0.970 -4.664 -1.049
Cl 2.234 -4.824 -0.444
H -1.902 -0.569 -1.193
H -0.790 0.292 -1.956
H -0.429 -1.487 -1.731
H 0.004 1.794 0.646
H -1.268 1.336 1.629
H 0.354 1.192 2.037
H 2.396 -0.728 -0.003
H 1.700 -2.186 1.109
*
```

- strongest force on any atom (eV/A) = 3.8
- LUMO (spin up / spin down) (eV) = -1.2 / -0.8
- energy relative to the best compared isomer or geometry (same formula, charge and spin) (kJ/mol) = 169.5
- HOMO-LUMO gap (spin up / spin down) (hartree) = 0.2951 / 0.2766
- HOMO energy (spin up / spin down) (Eh) = -0.3400 / -0.3051



Record 3
# C11H14BN

An isolated molecule of C11H14BN in a non-equilibrium geometry (the ωB97M-V functional and the def2-TZVPD basis, the Open Molecules 2025 dataset).

Geometry as ORCA input:
```
! RIJCOSX wB97M-V def2-TZVPD def2/J DEFGRID3
* xyz 0 1
C 0.015 -3.093 1.547
C -0.883 -1.835 1.556
C -0.758 -1.104 3.030
B -0.662 -0.779 0.403
C -1.637 -0.616 -0.771
C -1.361 0.300 -1.713
C -0.197 1.150 -1.657
C 0.010 2.068 -2.718
C 1.070 2.945 -2.614
C 2.020 2.759 -1.610
C 1.953 1.786 -0.681
C 0.768 1.018 -0.624
N 0.422 0.177 0.463
H 1.006 -2.899 1.830
H 0.400 -3.481 0.559
H -0.411 -3.944 2.084
H -2.014 -2.177 1.411
H -0.448 -1.883 3.779
H -0.097 -0.332 2.886
H -1.707 -0.609 3.282
H -2.495 -1.247 -0.861
H -2.032 0.626 -2.482
H -0.753 1.929 -3.553
H 1.055 3.734 -3.390
H 2.937 3.485 -1.453
H 2.808 1.719 0.067
H 0.991 0.305 1.233
*
```

- strongest force on any atom (eV/A) = 3.9
- LUMO (eV) = 0.6
- energy relative to the best compared isomer or geometry (same formula, charge and spin) (kJ/mol) = 0.0
- structure (SMILES) = CC(C)B1C=Cc2ccccc2N1
- HOMO-LUMO gap (hartree) = 0.3319
- HOMO energy (Eh) = -0.3096



Record 4
# C3H7BBeFO10PS

A structure of composition C3H7BBeFO10PS in a non-equilibrium geometry (the ωB97M-V functional and the def2-TZVPD basis, the Open Molecules 2025 dataset).

Geometry as ORCA input:
```
! RIJCOSX wB97M-V def2-TZVPD def2/J DEFGRID3
* xyz 2 1
C -1.315 -2.652 0.488
C -1.928 -1.605 -0.377
O -2.610 -1.955 -1.418
O -1.819 -0.390 0.006
C -1.622 0.698 -1.026
O -0.754 1.609 -0.476
P 0.569 0.920 0.160
O 0.771 -0.442 -0.351
O 1.748 1.872 -0.088
B 2.260 1.971 -1.460
O 3.162 1.091 -1.904
O 1.768 2.967 -2.240
O 0.254 1.022 1.728
S 1.102 0.161 2.814
O 1.037 0.881 4.010
O 0.666 -1.178 2.695
F 2.503 0.264 2.214
H -0.463 -3.083 -0.050
H -1.016 -2.245 1.450
H -2.031 -3.482 0.620
H -1.252 0.299 -1.968
H -2.579 1.177 -1.209
H 3.295 0.368 -1.279
H 2.231 3.799 -2.085
Be -3.978 -2.066 -0.256
*
```

- strongest force on any atom (eV/A) = 4.2
- LUMO (eV) = -14.0
- HOMO-LUMO gap (hartree) = 0.1180
- HOMO energy (Eh) = -0.6339



Record 5
# C20H34O2

An isolated molecule of C20H34O2 (the ωB97M-V functional and the def2-TZVPD basis, the Open Molecules 2025 dataset).

Geometry as ORCA input:
```
! RIJCOSX wB97M-V def2-TZVPD def2/J DEFGRID3
* xyz 0 1
C 1.785 1.731 3.722
C 2.212 1.616 2.265
C 1.801 0.273 1.669
C 2.188 0.145 0.199
C 1.697 -1.177 -0.405
C 2.415 -2.342 0.200
C 1.941 -3.221 1.069
C 0.564 -3.259 1.661
C 0.600 -2.772 3.083
C -0.345 -2.100 3.721
C -1.680 -1.682 3.177
C -1.798 -0.186 3.178
C -2.099 0.598 2.154
C -2.395 0.190 0.745
C -1.675 1.095 -0.258
C -1.877 0.626 -1.696
C -1.112 1.492 -2.693
C -1.316 1.019 -4.128
C -0.549 1.882 -5.124
C -0.759 1.434 -6.546
O -1.453 0.524 -6.909
O -0.061 2.190 -7.408
H 0.705 1.633 3.805
H 2.245 0.943 4.315
H 2.080 2.692 4.137
H 1.753 2.424 1.689
H 3.296 1.733 2.190
H 0.721 0.155 1.775
H 2.271 -0.533 2.236
H 1.757 0.977 -0.364
H 3.274 0.208 0.099
H 1.888 -1.166 -1.482
H 0.621 -1.256 -0.253
H 3.449 -2.432 -0.112
H 2.604 -3.996 1.438
H 0.207 -4.295 1.653
H -0.128 -2.660 1.071
H 1.510 -3.020 3.615
H -0.170 -1.800 4.747
H -1.847 -2.093 2.185
H -2.457 -2.084 3.838
H -1.607 0.267 4.143
H -2.152 1.668 2.321
H -2.099 -0.845 0.570
H -3.474 0.255 0.573
H -2.044 2.118 -0.153
H -0.609 1.103 -0.028
H -1.538 -0.409 -1.791
H -2.941 0.646 -1.941
H -0.047 1.464 -2.449
H -1.444 2.529 -2.600
H -2.377 1.045 -4.379
H -0.985 -0.017 -4.226
H 0.524 1.855 -4.921
H -0.862 2.927 -5.056
H -0.210 1.889 -8.318
*
```

- strongest force on any atom (eV/A) = 0.6
- LUMO (eV) = 0.7
- energy relative to the best compared isomer or geometry (same formula, charge and spin) (kJ/mol) = 0.0
- structure (SMILES) = CCCCC/C=C\C/C=C\C/C=C\CCCCCCC(=O)O
- HOMO-LUMO gap (hartree) = 0.3642
- HOMO energy (Eh) = -0.3373



Record 6
# C2H2AlO3

A structure of composition C2H2AlO3 in a non-equilibrium geometry (the ωB97M-V functional and the def2-TZVPD basis, the Open Molecules 2025 dataset).

Geometry as ORCA input:
```
! RIJCOSX wB97M-V def2-TZVPD def2/J DEFGRID3
* xyz 2 2
O 1.701 -0.572 0.422
C 0.445 -0.865 0.379
Al 1.738 1.112 -0.100
H 0.036 -1.648 1.029
O 0.083 1.191 -0.673
C -0.431 0.133 -0.210
O -1.563 -0.302 -0.725
H -1.533 -1.308 -0.694
*
```

- strongest force on any atom (eV/A) = 6.4
- LUMO (spin up / spin down) (eV) = -14.4 / -14.2
- HOMO-LUMO gap (spin up / spin down) (hartree) = 0.1954 / 0.3822
- HOMO energy (spin up / spin down) (Eh) = -0.7249 / -0.9027



- The highest strongest force on any atom belongs to which entry?
  C2H2AlO3



- Number 2 is which compound?
  C3H8Cl3PSi



- Which value of strongest force on any atom does entry 4 give?
  4.2 eV/A